Entry 1:
# C14H27N2SY

A structure of composition C14H27N2SY (wB97M-V/def2-TZVPD, OMol25).

**Total charge**: +2
**E_LUMO**: -7.04 eV
**Multiplicity**: 1
**E_HOMO**: -14.93 eV
**DFT total energy**: -29801.84808 eV

CARTESIAN COORDINATES (ANGSTROEM)
C (-0.30, -2.50, 1.27)
H (-0.54, -3.12, 2.14)
H (-1.27, -2.14, 0.89)
H (0.28, -1.67, 1.76)
C (0.52, -3.26, 0.23)
H (0.41, -2.84, -0.79)
H (1.60, -3.16, 0.47)
C (0.18, -4.75, 0.18)
H (0.80, -5.28, -0.55)
H (0.34, -5.20, 1.17)
H (-0.87, -4.93, -0.10)
C (-0.53, 1.60, -1.14)
C (-0.61, 0.52, -2.09)
C (-1.63, -0.38, -1.64)
C (-2.17, 0.12, -0.42)
C (-1.49, 1.34, -0.09)
C (-1.87, 2.29, 0.99)
C (-3.42, -0.41, 0.18)
C (-2.23, -1.49, -2.42)
C (0.18, 0.37, -3.35)
C (0.35, 2.80, -1.26)
Y (0.25, -0.36, 0.02)
H (-3.67, 0.07, 1.13)
H (-4.27, -0.25, -0.51)
H (-3.37, -1.49, 0.34)
H (-2.56, 1.80, 1.70)
H (-1.00, 2.66, 1.55)
H (-2.40, 3.17, 0.59)
H (1.29, 2.57, -1.79)
H (-0.16, 3.57, -1.86)
H (0.60, 3.24, -0.29)
H (0.14, -0.67, -3.70)
H (-0.23, 0.99, -4.17)
H (1.24, 0.65, -3.21)
H (-2.41, -2.36, -1.78)
H (-3.20, -1.19, -2.85)
H (-1.58, -1.79, -3.26)
N (3.92, 1.16, 1.92)
C (2.73, 1.76, 2.10)
N (2.72, 3.10, 2.17)
S (1.26, 0.86, 2.25)
H (4.79, 1.69, 2.00)
H (3.98, 0.15, 1.93)
H (1.84, 3.56, 2.38)
H (3.58, 3.63, 2.32)

Entry 2:
# C14H27N3Os

A structure of composition C14H27N3Os (wB97M-V/def2-TZVPD, OMol25).

**Total charge**: +4
**ΔE to the lowest compared entry with this formula, charge and spin**: 0.0 kJ/mol
**E_LUMO (alpha / beta)**: -15.30 / -17.06 eV
**Multiplicity**: 5
**E_HOMO (alpha / beta)**: -22.40 / -24.28 eV
**DFT total energy**: -21845.12640 eV

CARTESIAN COORDINATES (ANGSTROEM)
Os (0.04, 0.34, 0.00)
C (4.35, 0.44, 4.28)
C (3.45, -0.66, 2.82)
C (4.64, -1.14, 2.09)
C (2.41, 0.19, 2.18)
C (2.63, 0.88, 0.96)
C (1.76, 1.90, 0.53)
C (0.58, 2.22, 1.26)
C (-0.22, 3.46, 1.01)
C (0.19, 1.25, 2.24)
C (1.15, 0.34, 2.76)
H (4.99, -0.32, 4.71)
H (3.48, 0.73, 4.86)
H (4.82, 1.18, 3.64)
H (3.08, -1.28, 3.64)
H (5.19, -0.36, 1.55)
H (4.29, -1.85, 1.32)
H (5.32, -1.70, 2.73)
H (3.53, 0.71, 0.39)
H (2.08, 2.54, -0.29)
H (-1.29, 3.30, 1.08)
H (0.04, 3.94, 0.06)
H (0.03, 4.17, 1.81)
H (-0.73, 1.40, 2.79)
H (0.88, -0.23, 3.65)
N (-0.07, 0.61, -2.12)
C (-1.39, 0.14, -2.68)
C (-2.46, 0.49, -1.69)
N (-2.04, 0.08, -0.29)
C (-2.43, -1.33, 0.12)
C (-1.40, -2.34, -0.31)
N (-0.05, -1.91, 0.19)
H (0.70, 0.16, -2.63)
H (0.04, 1.61, -2.34)
H (-1.57, 0.62, -3.64)
H (-1.31, -0.93, -2.87)
H (-2.62, 1.57, -1.66)
H (-3.42, 0.03, -1.93)
H (-2.55, 0.69, 0.35)
H (-2.53, -1.32, 1.21)
H (-3.41, -1.56, -0.30)
H (-1.65, -3.32, 0.10)
H (-1.34, -2.46, -1.39)
H (0.06, -2.20, 1.16)
H (0.68, -2.42, -0.32)

Entry 3:
# C14H27N4O6P2S

A cluster of 3 separate species, C14H27N4O6P2S in total (wB97M-V/def2-TZVPD, OMol25).

**Total charge**: +1
**E_LUMO**: -3.64 eV
**Multiplicity**: 1
**E_HOMO**: -11.67 eV
**DFT total energy**: -62602.91398 eV

CARTESIAN COORDINATES (ANGSTROEM)
C (5.48, -5.29, 2.06)
C (4.97, -4.48, 1.33)
C (4.35, -3.66, 0.22)
C (2.83, -3.57, 0.40)
N (2.18, -4.74, 0.29)
C (0.82, -4.40, 0.45)
P (-0.45, -5.75, 0.33)
N (-1.32, -5.93, 1.61)
C (0.71, -3.04, 0.66)
P (-0.88, -2.10, 0.88)
S (-0.59, -0.24, 0.37)
N (2.03, -2.53, 0.62)
N (2.46, -1.22, 0.77)
H (5.62, -5.98, 2.88)
H (4.59, -4.12, -0.76)
H (4.81, -2.65, 0.22)
H (2.59, -5.64, 0.10)
H (0.31, -6.94, 0.10)
H (-1.28, -5.45, -0.78)
H (-1.22, -6.86, 2.02)
H (-1.36, -2.13, 2.21)
H (-1.79, -2.66, -0.06)
H (2.99, -1.10, 1.64)
H (3.07, -0.98, -0.01)
C (1.94, 2.37, 1.58)
C (0.71, 3.23, 1.35)
O (0.78, 4.45, 2.10)
C (1.61, 5.37, 1.60)
O (2.29, 5.27, 0.61)
O (1.59, 6.42, 2.42)
C (2.52, 7.45, 2.07)
H (2.10, 2.19, 2.64)
H (1.84, 1.41, 1.07)
H (2.84, 2.86, 1.20)
H (-0.17, 2.69, 1.71)
H (0.55, 3.43, 0.29)
H (2.38, 7.77, 1.04)
H (3.54, 7.10, 2.24)
H (2.33, 8.30, 2.73)
C (-6.19, 2.98, -3.05)
C (-6.34, 1.48, -2.85)
O (-5.22, 0.77, -3.40)
C (-4.09, 0.83, -2.70)
O (-3.93, 1.41, -1.65)
O (-3.15, 0.15, -3.36)
C (-1.86, 0.22, -2.76)
H (-6.04, 3.22, -4.10)
H (-7.09, 3.50, -2.69)
H (-5.33, 3.37, -2.50)
H (-7.22, 1.13, -3.39)
H (-6.47, 1.22, -1.80)
H (-1.89, -0.09, -1.71)
H (-1.46, 1.24, -2.85)
H (-1.20, -0.45, -3.31)

Entry 4:
# C14H27NO

The molecule C14H27NO (wB97M-V/def2-TZVPD, OMol25).

**Total charge**: 0
**ΔE to the lowest compared entry with this formula, charge and spin**: 0.0 kJ/mol
**E_LUMO**: 0.86 eV
**Multiplicity**: 1
**E_HOMO**: -8.64 eV
**DFT total energy**: -18493.53074 eV
**SMILES**: CC(C)=CCC[C@H](C)CN1CCC(O)CC1

CARTESIAN COORDINATES (ANGSTROEM)
C (4.67, -0.04, -1.73)
C (3.51, -0.67, -1.02)
C (3.32, -2.14, -1.25)
C (2.71, 0.02, -0.22)
C (1.54, -0.56, 0.52)
C (0.92, 0.45, 1.48)
C (-0.23, -0.10, 2.33)
C (0.24, -1.13, 3.35)
C (-1.35, -0.70, 1.47)
N (-1.69, 0.12, 0.33)
C (-2.37, -0.62, -0.72)
C (-2.49, 0.24, -1.97)
C (-3.28, 1.51, -1.67)
O (-3.41, 2.34, -2.80)
C (-2.59, 2.23, -0.50)
C (-2.47, 1.29, 0.69)
H (4.74, 1.02, -1.50)
H (4.55, -0.15, -2.81)
H (5.60, -0.52, -1.45)
H (3.46, -2.69, -0.32)
H (4.03, -2.51, -1.98)
H (2.31, -2.34, -1.61)
H (2.87, 1.08, -0.08)
H (1.87, -1.45, 1.06)
H (0.78, -0.88, -0.20)
H (0.55, 1.29, 0.90)
H (1.70, 0.82, 2.16)
H (-0.64, 0.75, 2.90)
H (0.63, -2.02, 2.86)
H (1.02, -0.71, 3.98)
H (-0.59, -1.44, 3.99)
H (-1.01, -1.67, 1.09)
H (-2.23, -0.90, 2.11)
H (-1.79, -1.52, -0.94)
H (-3.38, -0.94, -0.39)
H (-2.98, -0.33, -2.77)
H (-1.49, 0.51, -2.31)
H (-4.30, 1.26, -1.39)
H (-2.53, 2.60, -3.10)
H (-3.17, 3.12, -0.22)
H (-1.59, 2.55, -0.82)
H (-1.96, 1.81, 1.51)
H (-3.48, 1.01, 1.05)

Entry 5:
# C14H28Cl14

A cluster of 7 separate species, C14H28Cl14 in total (wB97M-V/def2-TZVPD, OMol25).

**Total charge**: 0
**ΔE to the lowest compared entry with this formula, charge and spin**: 6.3 kJ/mol
**E_LUMO**: 0.36 eV
**Multiplicity**: 1
**E_HOMO**: -10.68 eV
**DFT total energy**: -190288.15683 eV
**SMILES**: ClCCCl.ClCCCl.ClCCCl.ClCCCl.ClCCCl.ClCCCl.ClCCCl

CARTESIAN COORDINATES (ANGSTROEM)
Cl (-4.06, -1.55, 2.87)
C (-4.10, 0.06, 2.13)
C (-5.42, 0.34, 1.47)
Cl (-5.58, -0.50, -0.08)
H (-3.30, 0.10, 1.40)
H (-3.88, 0.82, 2.88)
H (-5.53, 1.41, 1.31)
H (-6.25, 0.05, 2.11)
Cl (6.54, 1.13, 0.01)
C (5.29, -0.08, -0.34)
C (3.96, 0.54, -0.65)
Cl (3.35, 1.54, 0.69)
H (5.24, -0.75, 0.52)
H (5.64, -0.67, -1.19)
H (3.23, -0.24, -0.86)
H (4.05, 1.17, -1.53)
Cl (0.77, 1.54, -1.94)
C (1.54, 3.12, -2.27)
C (0.52, 4.20, -2.53)
Cl (-0.15, 4.06, -4.20)
H (2.20, 3.01, -3.13)
H (2.15, 3.37, -1.40)
H (0.99, 5.17, -2.46)
H (-0.34, 4.12, -1.88)
Cl (2.50, 3.48, 7.43)
C (1.64, 2.16, 6.61)
C (1.49, 2.38, 5.13)
Cl (0.66, 3.90, 4.70)
H (0.67, 2.04, 7.08)
H (2.19, 1.24, 6.77)
H (0.92, 1.57, 4.68)
H (2.46, 2.42, 4.62)
Cl (-2.37, 0.32, -1.89)
C (-3.11, -1.18, -2.50)
C (-4.08, -0.89, -3.63)
Cl (-3.23, -0.44, -5.12)
H (-3.62, -1.66, -1.67)
H (-2.29, -1.80, -2.86)
H (-4.72, -0.06, -3.37)
H (-4.69, -1.77, -3.81)
Cl (0.36, -6.80, -2.70)
C (0.64, -5.04, -2.87)
C (1.69, -4.59, -1.89)
Cl (2.06, -2.87, -2.18)
H (-0.31, -4.55, -2.71)
H (0.96, -4.88, -3.90)
H (2.61, -5.17, -1.99)
H (1.32, -4.68, -0.87)
Cl (-1.05, -2.44, 0.22)
C (0.20, -1.17, 0.28)
C (-0.23, 0.05, 1.04)
Cl (-0.27, -0.24, 2.82)
H (0.42, -0.92, -0.75)
H (1.11, -1.60, 0.71)
H (-1.23, 0.37, 0.78)
H (0.47, 0.87, 0.88)

Entry 6:
# C14H28Cl28

A cluster of 14 separate species, C14H28Cl28 in total (wB97M-V/def2-TZVPD, OMol25).

**Total charge**: 0
**ΔE to the lowest compared entry with this formula, charge and spin**: 43.9 kJ/mol
**E_LUMO**: -0.01 eV
**Multiplicity**: 1
**E_HOMO**: -10.67 eV
**DFT total energy**: -365599.99860 eV

CARTESIAN COORDINATES (ANGSTROEM)
C (2.88, 2.31, -2.21)
Cl (2.50, 3.46, -0.91)
Cl (4.08, 2.96, -3.30)
H (3.27, 1.46, -1.66)
H (2.02, 1.91, -2.75)
C (4.78, -2.68, 0.16)
Cl (3.76, -1.26, -0.23)
Cl (6.52, -2.24, 0.20)
H (4.58, -3.07, 1.16)
H (4.63, -3.53, -0.51)
C (-5.55, 3.16, 1.36)
Cl (-6.93, 2.21, 1.97)
Cl (-4.67, 4.09, 2.61)
H (-4.91, 2.39, 0.92)
H (-5.81, 3.75, 0.48)
C (2.97, -2.58, -3.64)
Cl (1.78, -1.30, -4.03)
Cl (4.63, -1.91, -3.85)
H (2.80, -2.91, -2.61)
H (2.84, -3.41, -4.33)
C (-5.44, -0.25, -2.34)
Cl (-7.17, 0.34, -2.36)
Cl (-4.51, 0.39, -0.92)
H (-5.39, -1.34, -2.31)
H (-4.93, 0.02, -3.26)
C (6.67, 1.24, 1.54)
Cl (7.78, 1.25, 2.95)
Cl (4.95, 1.30, 2.07)
H (6.93, 2.09, 0.90)
H (6.98, 0.32, 1.04)
C (-2.96, 0.68, 3.30)
Cl (-4.41, 0.60, 4.36)
Cl (-3.16, -0.36, 1.89)
H (-2.68, 1.70, 3.03)
H (-2.05, 0.38, 3.82)
C (-0.92, -5.03, 1.32)
Cl (-0.90, -5.53, -0.37)
Cl (0.36, -5.90, 2.24)
H (-0.72, -3.96, 1.34)
H (-1.89, -5.30, 1.75)
C (-1.80, -2.53, -3.25)
Cl (-1.93, -0.78, -3.64)
Cl (-3.21, -3.12, -2.34)
H (-1.66, -3.13, -4.15)
H (-0.89, -2.62, -2.64)
C (-1.86, 3.91, -1.22)
Cl (-1.82, 2.56, -2.37)
Cl (-1.61, 3.35, 0.46)
H (-1.04, 4.59, -1.48)
H (-2.82, 4.42, -1.29)
C (-1.87, 3.01, -6.50)
Cl (-1.75, 1.54, -7.50)
Cl (-3.43, 3.85, -6.63)
H (-1.57, 2.73, -5.49)
H (-1.06, 3.69, -6.75)
C (2.00, 1.15, 7.39)
Cl (1.67, 0.54, 5.73)
Cl (0.71, 0.73, 8.52)
H (2.95, 0.76, 7.75)
H (2.03, 2.24, 7.42)
C (1.49, -2.49, 3.89)
Cl (-0.18, -2.10, 3.39)
Cl (1.59, -3.03, 5.59)
H (1.83, -3.26, 3.20)
H (2.14, -1.62, 3.80)
C (-0.19, 0.11, -0.23)
Cl (0.02, -1.65, -0.36)
Cl (0.96, 0.83, 0.87)
H (-0.23, 0.58, -1.21)
H (-1.16, 0.29, 0.23)

Entry 7:
# C14H28F3Mn2N4O10S

A structure of composition C14H28F3Mn2N4O10S (wB97M-V/def2-TZVPD, OMol25).

**Total charge**: +1
**ΔE to the lowest compared entry with this formula, charge and spin**: 222.3 kJ/mol
**E_LUMO (alpha / beta)**: -5.34 / -5.34 eV
**Multiplicity**: 11
**E_HOMO (alpha / beta)**: -11.25 / -11.25 eV
**DFT total energy**: -123031.58903 eV

CARTESIAN COORDINATES (ANGSTROEM)
Mn (-2.24, 1.05, 1.38)
Mn (-2.14, 3.89, -1.50)
C (-6.43, 2.20, -0.57)
F (-6.25, 1.10, -1.30)
F (-6.96, 3.17, -1.31)
F (-7.20, 1.93, 0.48)
S (-4.82, 2.81, 0.08)
O (-4.24, 1.64, 0.75)
O (-4.09, 3.25, -1.13)
O (-5.15, 3.91, 0.93)
C (-1.27, 1.57, -0.93)
O (-1.64, 1.90, -2.12)
O (-1.59, 2.51, -0.06)
O (-1.05, 0.44, -0.40)
C (-0.68, -2.13, -2.31)
O (0.49, -2.43, -2.43)
N (-1.65, -2.28, -3.25)
C (-2.92, -1.62, -3.03)
C (-1.29, -2.64, -4.59)
H (-1.09, -1.71, -1.38)
H (-3.37, -1.91, -2.07)
H (-3.64, -1.94, -3.79)
H (-2.82, -0.54, -3.06)
H (-1.15, -1.74, -5.20)
H (-0.36, -3.20, -4.56)
H (-2.08, -3.22, -5.07)
C (4.32, 1.24, -1.99)
O (5.44, 1.46, -1.60)
N (3.46, 0.34, -1.44)
C (2.07, 0.29, -1.84)
C (3.87, -0.48, -0.31)
H (3.84, 1.75, -2.85)
H (1.55, 1.25, -1.88)
H (1.51, -0.14, -0.99)
H (1.88, -0.44, -2.63)
H (4.86, -0.18, 0.01)
H (3.11, -0.35, 0.46)
H (3.85, -1.54, -0.61)
C (0.97, -2.35, 3.41)
O (1.52, -2.73, 4.42)
N (1.36, -2.62, 2.14)
C (0.45, -2.37, 1.04)
C (2.48, -3.47, 1.85)
H (0.09, -1.69, 3.45)
H (-0.16, -3.25, 0.83)
H (1.01, -2.25, 0.10)
H (-0.18, -1.50, 1.24)
H (3.20, -2.96, 1.22)
H (2.95, -3.83, 2.76)
H (2.17, -4.39, 1.34)
C (0.75, 0.93, 2.68)
O (-0.46, 1.08, 2.43)
N (1.54, 1.85, 3.22)
C (1.04, 3.14, 3.65)
C (3.00, 1.70, 3.12)
H (1.32, 0.04, 2.40)
H (-0.04, 3.13, 3.69)
H (1.40, 3.95, 3.03)
H (1.38, 3.30, 4.68)
H (3.31, 0.66, 3.07)
H (3.39, 2.29, 2.29)
H (3.39, 2.11, 4.06)

Entry 8:
# C14H28IO5PPd

A structure of composition C14H28IO5PPd (wB97M-V/def2-TZVPD, OMol25).

**Total charge**: 0
**ΔE to the lowest compared entry with this formula, charge and spin**: 131.9 kJ/mol
**E_LUMO**: 0.00 eV
**Multiplicity**: 1
**E_HOMO**: -8.13 eV
**DFT total energy**: -46078.74708 eV

CARTESIAN COORDINATES (ANGSTROEM)
Pd (-0.66, 0.53, 0.29)
O (1.92, 0.15, -3.41)
C (1.28, -0.31, -2.32)
O (0.08, -0.20, -2.17)
C (2.23, -1.02, -1.38)
O (1.85, -0.92, -0.03)
C (2.59, 0.05, 0.71)
C (2.14, 1.52, 0.61)
O (3.02, 2.36, 0.59)
O (0.87, 1.80, 0.68)
H (1.24, 0.53, -3.99)
H (2.19, -2.08, -1.66)
H (3.24, -0.66, -1.56)
H (2.51, -0.24, 1.75)
H (3.65, 0.02, 0.42)
I (-3.23, 1.05, -0.84)
C (-1.37, 2.01, -0.73)
H (-1.44, 2.94, -0.17)
H (-0.95, 2.11, -1.72)
C (-2.82, -1.09, 4.42)
C (-2.58, -0.52, 3.02)
C (-2.59, 1.01, 3.12)
P (-1.12, -1.14, 2.05)
C (0.31, -1.42, 3.20)
C (0.69, -0.11, 3.89)
C (0.24, -2.58, 4.19)
C (-1.52, -2.84, 1.44)
C (-2.04, -2.80, 0.00)
C (-2.45, -3.71, 2.28)
H (-3.78, -0.72, 4.80)
H (-2.06, -0.74, 5.11)
H (-2.86, -2.18, 4.46)
H (-3.41, -0.82, 2.37)
H (-1.96, 1.35, 3.94)
H (-3.61, 1.36, 3.32)
H (-2.24, 1.49, 2.21)
H (1.10, -1.65, 2.48)
H (0.00, 0.11, 4.72)
H (0.67, 0.74, 3.21)
H (1.69, -0.18, 4.32)
H (-0.55, -2.45, 4.92)
H (1.18, -2.65, 4.73)
H (0.09, -3.54, 3.69)
H (-0.53, -3.32, 1.42)
H (-3.07, -2.45, -0.03)
H (-2.02, -3.80, -0.43)
H (-1.45, -2.14, -0.64)
H (-3.44, -3.25, 2.36)
H (-2.08, -3.89, 3.29)
H (-2.59, -4.68, 1.80)